Entry from OMol25: 10 unconnected molecules or ions with the total composition C15H30N10O10 in a non-equilibrium geometry (ωB97M-V/def2-TZVPD).

Last columns: bonded neighbours and bond lengths (Å).
Positions of all 65 atoms, in Å:
1 C 4.378 1.720 -0.588  N13 1.484, H25 1.064, H32 1.125, H65 1.067
2 O -0.051 -1.374 0.431  N18 1.230
3 O 4.168 1.051 1.654  N13 1.263
4 C -4.239 0.621 1.113  N33 1.133, C64 1.403
5 N 2.169 1.645 -3.034  C30 1.160
6 H -3.920 -0.935 4.633  C29 1.111
7 C 2.256 -2.552 1.899  C12 1.498, H38 1.091, H46 1.106, H50 1.098
8 H -2.936 -3.408 -2.267  C48 1.095
9 H 1.216 -5.738 -1.008  C57 1.062
10 H 0.732 0.826 -0.911  C47 1.099
11 H 0.945 4.897 -1.467  C27 1.091
12 C 2.738 -2.572 0.481  C7 1.498, N62 1.157
13 N 3.701 0.951 0.485  C1 1.484, O3 1.263, O40 1.198
14 H -2.602 0.298 4.527  C29 1.073
15 O -0.392 3.305 1.631  N36 1.212
16 O 0.318 -3.503 -3.073  N49 1.228
17 H 1.850 -5.767 -2.781  C57 1.130
18 N -0.050 -0.191 0.771  O2 1.230, O22 1.227, C47 1.472
19 H -3.798 2.621 1.159  C64 1.122
20 N -2.275 -1.426 -2.436  C48 1.447, O53 1.208, O58 1.243
21 C -0.935 5.585 -2.162  N24 1.157, C27 1.450
22 O 0.102 0.253 1.905  N18 1.227
23 H -0.023 3.726 -2.446  C27 1.089
24 N -1.705 6.369 -2.526  C21 1.157
25 H 4.414 1.155 -1.488  C1 1.064
26 H -5.505 2.189 0.790  C64 1.087
27 C -0.053 4.527 -1.709  H11 1.091, C21 1.450, H23 1.089, H31 1.070
28 H 1.317 4.192 3.326  C51 1.076
29 C -2.853 -0.737 4.398  H6 1.111, H14 1.073, H37 1.096, C61 1.500
30 C 2.015 0.538 -3.344  N5 1.160, C34 1.455
31 H -0.324 4.138 -0.750  C27 1.070
32 H 5.344 1.937 -0.053  C1 1.125
33 N -4.097 -0.442 1.478  C4 1.133
34 C 1.652 -0.863 -3.500  C30 1.455, H43 1.117, H45 1.084, H55 1.065
35 H 2.311 -4.486 -1.667  C57 1.086
36 N -0.382 3.056 2.818  O15 1.212, C51 1.497, O56 1.228
37 H -2.644 -1.109 3.389  C29 1.096
38 H 1.289 -3.047 2.007  C7 1.091
39 H -1.931 -3.224 -3.628  C48 1.066
40 O 2.687 0.353 0.259  N13 1.198
41 H -3.580 -2.526 -3.617  C48 1.117
42 H -4.369 1.927 -0.435  C64 1.051
43 H 2.055 -1.523 -2.695  C34 1.117
44 N -1.238 -2.111 5.999  C61 1.159
45 H 1.930 -1.341 -4.434  C34 1.084
46 H 3.068 -2.937 2.544  C7 1.106
47 C -0.211 0.743 -0.354  H10 1.099, N18 1.472, H52 1.091, H59 1.098
48 C -2.639 -2.690 -3.038  H8 1.095, N20 1.447, H39 1.066, H41 1.117
49 N 0.330 -4.278 -2.119  O16 1.228, C57 1.514, O63 1.210
50 H 2.149 -1.497 2.183  C7 1.098
51 C 0.871 3.255 3.612  H28 1.076, N36 1.497, H54 1.077, H60 1.086
52 H -0.591 1.630 0.156  C47 1.091
53 O -2.918 -0.973 -1.519  N20 1.208
54 H 0.529 3.300 4.632  C51 1.077
55 H 0.588 -0.899 -3.485  C34 1.065
56 O -1.339 2.708 3.505  N36 1.228
57 C 1.511 -5.191 -1.869  H9 1.062, H17 1.130, H35 1.086, N49 1.514
58 O -1.322 -0.822 -2.960  N20 1.243
59 H -0.978 0.429 -1.074  C47 1.098
60 H 1.369 2.314 3.397  C51 1.086
61 C -1.936 -1.469 5.333  C29 1.500, N44 1.159
62 N 3.117 -2.746 -0.598  C12 1.157
63 O -0.616 -4.404 -1.377  N49 1.210
64 C -4.470 1.910 0.611  C4 1.403, H19 1.122, H26 1.087, H42 1.051
65 H 3.807 2.613 -0.712  C1 1.067

Summary:
- highest occupied orbital energy (eV) = -11.060
- lowest unoccupied orbital energy (eV) = -0.16
- gap between HOMO and LUMO (eV) = 10.901
- spin multiplicity = 1
- DFT total energy (Eh) = -1888.9689
- SMILES = C[N+](=O)[O-].C[N+](=O)[O-].C[N+](=O)[O-].C[N+](=O)[O-].C[N+](=O)[O-].CC#N.CC#N.CC#N.CC#N.CC#N
- relative energy (zero: lowest compared OMol25 entry of this formula, charge and spin) (kcal per mole) = 4.1

Per-atom Löwdin charges, elementary charge units:
1 C 0.05
2 O 0.05
3 O 0.02
4 C -0.30
5 N 0.14
6 H 0.09
7 C -0.05
8 H 0.10
9 H 0.08
10 H 0.07
11 H 0.09
12 C -0.25
13 N -0.40
14 H 0.05
15 O 0.03
16 O 0.03
17 H 0.12
18 N -0.40
19 H 0.11
20 N -0.39
21 C -0.28
22 O 0.05
23 H 0.07
24 N 0.12
25 H 0.07
26 H 0.09
27 C -0.08
28 H 0.10
29 C -0.08
30 C -0.24
31 H 0.04
32 H 0.12
33 N 0.17
34 C -0.07
35 H 0.04
36 N -0.43
37 H 0.05
38 H 0.08
39 H 0.07
40 O 0.04
41 H 0.12
42 H 0.07
43 H 0.07
44 N 0.10
45 H 0.09
46 H 0.09
47 C 0.03
48 C 0.02
49 N -0.40
50 H 0.06
51 C 0.07
52 H 0.07
53 O 0.08
54 H 0.09
55 H 0.02
56 O 0.05
57 C 0.06
58 O 0.02
59 H 0.07
60 H 0.10
61 C -0.27
62 N 0.14
63 O 0.07
64 C -0.06
65 H 0.09